Run 1
Here is a cluster of 14 separate species, F6H26O13P in total from OMol25. Energies are from wB97M-V/def2-TZVPD.

The geometry in XYZ format:
```
46
F6H26O13P | OMol25 | wB97M-V/def2-TZVPD
F 12.26056 8.54318 15.01858
O 15.96612 9.91286 16.97797
H 9.86014 7.55076 12.16176
H 10.94992 10.00891 20.83859
H 13.09458 7.66177 12.59891
P 11.73547 8.45767 16.54735
H 9.13782 6.50099 19.36514
H 13.20876 6.69369 20.16322
O 12.29287 4.26045 17.42698
H 13.26784 5.39558 14.26234
O 14.45956 11.27748 19.39145
H 13.16245 7.86485 19.20503
H 7.38638 5.46169 15.41225
H 13.63142 11.16380 18.92509
H 11.37459 8.55965 20.94448
O 10.78054 9.20437 21.32876
F 12.61417 7.03218 16.76710
H 15.11935 10.91366 18.80107
H 15.61608 9.35222 17.67034
O 10.96507 11.22605 13.35557
O 12.50625 5.01910 14.70333
F 10.99122 8.45057 18.04242
H 11.87663 11.13518 13.07800
F 12.95643 9.38248 17.06417
H 8.59854 5.83627 14.58627
O 14.43358 5.13401 19.04275
H 10.93603 10.81851 14.22119
O 14.52797 9.91528 14.57113
O 10.74573 7.57904 12.52393
O 9.63099 6.86242 20.10162
F 10.44549 7.63376 15.92753
H 14.04047 9.16075 14.90168
F 10.85517 9.84368 16.16379
H 14.53123 9.80128 13.62075
O 13.86130 7.30186 12.15301
H 10.44795 7.17513 19.71301
H 11.65808 3.55286 17.31475
O 8.31782 5.66951 15.48606
O 12.85443 7.57739 20.06452
H 14.79209 4.28074 19.28694
H 13.67300 4.92812 18.49927
H 12.00743 5.77655 15.00941
H 15.38835 9.75997 16.23028
H 14.21846 8.03867 11.65724
H 10.63828 7.97161 13.39029
H 12.56021 4.48656 16.53612
```

Frontier orbital gap in eV: 9.792
Net charge: -1
LUMO in eV: 2.2

Atomic partial charges in e from the Löwdin method, atoms 1 to 8: -0.184, -0.050, 0.037, 0.025, -0.010, 0.341, 0.026, 0.028

Run 2
Here is a cluster of 14 separate species, F6H26O13P in total from OMol25. Energies are from wB97M-V/def2-TZVPD.

The geometry in XYZ format:
```
46
F6H26O13P | OMol25 | wB97M-V/def2-TZVPD
O 1.72070 2.35808 3.35555
H -1.26118 2.81984 -4.33986
O -2.64895 1.61515 -3.49089
F 1.21405 -0.51723 -0.82798
F 0.55823 1.58728 -0.41939
O -4.71720 0.04915 -1.17963
H -0.82566 4.01899 -3.49924
F 0.48483 -1.14142 1.28440
H -0.43251 -2.13287 -0.89967
H 2.62431 3.89600 1.00307
F 1.95781 0.45831 1.11668
H 2.74960 -2.08671 -1.51410
H 0.95962 -1.76103 3.75398
H 1.66336 1.54564 2.83637
H -1.12372 0.60552 3.25716
O -1.61459 0.21059 3.99140
O -0.37671 -2.85854 -1.53687
H 1.32706 -2.01848 5.21356
O -0.59176 3.52397 -4.28856
H 0.55405 -2.78564 -1.82458
O -3.04167 -2.03852 -2.42958
H 2.51284 -3.39881 0.86640
H 1.39690 -3.85260 1.80658
H 3.29967 2.53279 1.04383
H 2.84113 -3.53016 -2.00299
H -2.82542 2.29200 -2.81634
H -2.92756 2.81735 -0.34162
O 2.03085 -4.18761 1.16750
H -4.32657 3.24648 -0.79180
H -2.01824 1.01791 -3.07135
H -2.13797 -2.12681 -2.05545
H 1.41157 3.04527 2.76067
O -3.60085 2.65383 -1.01356
O 3.52206 -1.89007 0.37592
H 4.39201 -1.66589 0.71989
O 1.61009 -1.53744 4.43075
H -4.18095 -0.64845 -1.59047
H -4.23091 0.86755 -1.34555
H 2.99120 -1.08958 0.51582
F -0.90442 -0.10993 -0.36971
P 0.48119 0.21314 0.41241
H -2.91498 -2.15216 -3.37487
O 2.32435 -2.72516 -2.10383
F -0.25788 0.96327 1.65229
H -1.11578 0.46571 4.77338
O 3.44798 3.45128 0.79029
```

Frontier orbital gap in eV: 9.961
Net charge: -1
LUMO in eV: 2.2

Atomic partial charges in e from the Löwdin method, atoms 1 to 8: -0.058, -0.001, -0.060, -0.141, -0.137, -0.090, 0.019, -0.130

Short version: run 2, run 1, most stable first.

Run 1
Here is an isolated molecule of C4H5N3S from OMol25. Energies are from wB97M-V/def2-TZVPD.

The geometry in XYZ format:
```
13
C4H5N3S | OMol25 | wB97M-V/def2-TZVPD
H -2.21218 -1.32815 1.14867
C 1.90291 -0.03956 -0.06414
N -1.62981 0.63541 0.07818
N 3.18638 2.15852 0.18691
H 0.32849 -1.04683 -0.53438
S 2.96029 -1.48164 0.08589
C 2.49931 1.16670 -0.09304
H -1.82428 -1.41695 -0.61225
H -0.08078 1.86412 -0.06836
C -0.40582 0.87482 -0.00413
N 0.66151 -0.16069 -0.14096
H -3.25160 -0.56028 -0.09705
C -2.13442 -0.66548 0.11467
```

Frontier orbital gap in eV: 7.527
LUMO in eV: -1.6

Atomic partial charges in e from the Löwdin method, atoms 1 to 8: 0.148, -0.831, -0.002, 0.202, 0.135, 0.579, -0.238, 0.061

Run 2
Here is a structure of composition C4H5N3S from OMol25. Energies are from wB97M-V/def2-TZVPD.

The geometry in XYZ format:
```
13
C4H5N3S | OMol25 | wB97M-V/def2-TZVPD
H -1.18666 -2.78842 0.73429
C 0.21171 -0.92565 -0.05968
N 1.33935 -1.61650 -0.10941
C -0.40964 1.50861 0.17224
C 2.18949 -0.66226 -0.07388
C -1.70212 1.21852 -0.23572
H 0.05588 2.50697 0.69355
H 3.26119 -0.87848 0.22148
N 1.82994 0.61632 -0.23083
S -1.48749 -1.51644 -0.07814
N 0.50405 0.39532 -0.18235
H -2.41627 2.02602 0.08702
H -2.18945 0.11599 -0.93856
```

Frontier orbital gap in eV: 9.627
LUMO in eV: 0.4

Atomic partial charges in e from the Löwdin method, atoms 1 to 8: -0.004, -0.658, 0.085, -0.117, -0.307, -0.089, 0.168, 0.126

Run 3
Here is an isolated molecule of C4H5N3S from OMol25. Energies are from wB97M-V/def2-TZVPD.

The geometry in XYZ format:
```
13
C4H5N3S | OMol25 | wB97M-V/def2-TZVPD
N -1.75286 -0.49204 0.00646
C 3.39524 0.11936 -0.01560
C -0.41138 -0.40994 0.05350
H -3.52591 -1.57248 -0.02486
H -0.72255 1.63437 -0.06403
H -2.31762 0.37765 -0.05580
S 4.81713 -0.53108 -0.04568
N -0.02032 0.87283 -0.00030
C 1.24745 1.31205 0.00334
N 2.25363 0.46458 0.08199
H 1.42331 2.37952 -0.02811
H -1.92994 -2.54255 0.06973
C -2.45618 -1.61228 0.01934
```

Frontier orbital gap (spin up / spin down) in eV: 7.090 / 6.942
LUMO (spin up / spin down) in eV: 0.4 / -0.1

Atomic partial charges in e from the Löwdin method, atoms 1 to 8: -0.126, -0.764, -0.121, 0.053, 0.147, 0.145, 0.675, -0.035

Short version: run 1, run 2, run 3, most stable first.

Run 1
Here is an isolated molecule of C4H5N3S from OMol25. Energies are from wB97M-V/def2-TZVPD.

The geometry in XYZ format:
```
13
C4H5N3S | OMol25 | wB97M-V/def2-TZVPD
H 3.62022 -0.26304 1.36132
C 0.15517 -0.00411 -0.48623
H 1.86136 -0.52103 1.90819
H -1.71426 0.81450 -1.40204
H -1.36802 -1.20179 -1.52105
C 2.53413 -0.56706 1.05333
N 1.03878 -1.02840 -0.73257
S -2.55499 -0.37440 0.58512
N 2.31043 -0.82815 -0.28938
C -1.27424 -0.16106 -0.95000
H -3.30555 1.03857 0.41993
C 0.72226 1.17542 -0.14600
N 0.78824 2.35140 0.02840
```

Frontier orbital gap in eV: 8.669
LUMO in eV: -1.1

Atomic partial charges in e from the Löwdin method, atoms 1 to 8: 0.097, -0.396, 0.066, 0.090, 0.111, 0.013, 0.054, 0.499

Run 2
Here is an isolated molecule of C4H5N3S from OMol25. Energies are from wB97M-V/def2-TZVPD.

The geometry in XYZ format:
```
13
C4H5N3S | OMol25 | wB97M-V/def2-TZVPD
H 1.43257 2.28467 0.38020
C 2.65320 0.40008 0.00652
C 1.36913 1.27553 0.15134
N 0.28264 0.69289 0.23402
N -2.30153 1.17519 -0.20985
N -2.64232 -0.14844 -0.11088
H -1.96406 -2.06042 0.51407
H -3.40701 1.63543 -0.47510
C -1.78414 -1.10392 0.19835
H 4.33029 -1.07884 -0.20235
S -0.03350 -0.97344 -0.02780
H -1.53242 1.81628 0.17559
C 3.47934 -0.41494 -0.24630
```

Frontier orbital gap in eV: 8.466
LUMO in eV: 0.5

Atomic partial charges in e from the Löwdin method, atoms 1 to 8: 0.076, -0.115, -0.248, -0.330, -0.097, -0.137, 0.007, 0.189

Short version: run 1, run 2, most stable first.

Run 1
Here is a cluster of 2 separate species, C2H3OP in total from OMol25. Energies are from wB97M-V/def2-TZVPD.

The geometry in XYZ format:
```
7
C2H3OP | OMol25 | wB97M-V/def2-TZVPD
H -0.12864 0.41101 -0.38301
C -1.02244 0.64702 0.24782
O -1.02871 1.58065 0.98467
P 2.35376 1.42684 1.16575
C 1.77247 0.15992 0.52766
H 1.51811 -0.81079 0.36909
H -1.88196 0.04285 -0.06205
```

Frontier orbital gap in eV: 10.253
LUMO in eV: 0.4

How positive or negative is each atom? The Löwdin charges in e answer that: 0.030, -0.195, -0.013, 0.753, -0.565, -0.091, 0.081

Run 2
Here is an isolated molecule of C2H3OP from OMol25. Energies are from wB97M-V/def2-TZVPD.

The geometry in XYZ format:
```
7
C2H3OP | OMol25 | wB97M-V/def2-TZVPD
C 0.09427 0.41248 -0.58916
H 0.78831 0.71526 -1.47375
O -1.46364 0.24849 1.11043
H 1.22439 -1.15021 -0.38055
H -0.64266 1.13743 -0.39823
P -0.49494 -0.70200 1.65174
C 0.49428 -0.66146 0.07953
```

Frontier orbital gap in eV: 8.778
LUMO in eV: -0.9

How positive or negative is each atom? The Löwdin charges in e answer that: -0.092, 0.095, -0.547, -0.009, 0.032, 0.866, -0.345

Run 3
Here is a cluster of 2 separate species, C2H3OP in total from OMol25. Energies are from wB97M-V/def2-TZVPD.

The geometry in XYZ format:
```
7
C2H3OP | OMol25 | wB97M-V/def2-TZVPD
H 1.73694 -0.06192 -0.34313
P 1.23896 -1.50651 1.81886
C -1.07070 0.51930 -0.56196
H -1.58061 0.02471 0.32568
C 1.26187 -0.50950 0.60232
H -0.91992 1.61530 -0.33844
O -0.66654 -0.08138 -1.50333
```

Frontier orbital gap in eV: 9.907
LUMO in eV: -0.1

How positive or negative is each atom? The Löwdin charges in e answer that: -0.002, 0.682, -0.236, 0.081, -0.586, 0.089, -0.028

Short version: run 2, run 1, run 3, most stable first.

Run 1
Here is a cluster of 2 separate species, C2H4OSi in total from OMol25. Energies are from wB97M-V/def2-TZVPD.

The geometry in XYZ format:
```
8
C2H4OSi | OMol25 | wB97M-V/def2-TZVPD
C -0.61635 1.72127 1.84855
C -0.36390 1.24278 0.79192
H 1.74376 -1.15988 -1.57252
H -0.58928 -1.58534 -2.04996
Si 0.36911 -1.07177 -1.06940
H 0.23910 -1.78887 0.19494
O 0.05633 0.50127 -0.93183
H -0.83878 2.14053 2.78831
```

Frontier orbital gap in eV: 9.307
LUMO in eV: -1.7

How positive or negative is each atom? The Löwdin charges in e answer that: 0.031, 0.045, -0.071, -0.071, 0.474, -0.071, -0.360, 0.022

Run 2
Here is a cluster of 2 separate species, C2H4OSi in total from OMol25. Energies are from wB97M-V/def2-TZVPD.

The geometry in XYZ format:
```
8
C2H4OSi | OMol25 | wB97M-V/def2-TZVPD
O -0.27692 1.59075 0.10015
H -1.15197 -0.43705 -1.18931
H -1.47814 -0.39586 1.16487
H -2.70610 1.04959 -0.22703
C 2.62457 0.59964 -0.15531
C 3.70160 0.13165 0.03937
H 4.65972 -0.29683 0.19406
Si -1.32931 0.48210 -0.02877
```

Frontier orbital gap (spin up / spin down) in eV: 7.994 / 7.698
LUMO (spin up / spin down) in eV: -2.9 / -3.5

How positive or negative is each atom? The Löwdin charges in e answer that: -0.262, -0.067, -0.070, -0.035, 0.089, -0.076, 0.007, 0.413

Short version: run 1, run 2, most stable first.